The following is a quantum chemistry calculation of an isolated molecule of C2H4N2S, from the OMol25 dataset.

XYZ file:
```
9
C2H4N2S wB97M-V/def2-TZVPD
C -1.25 -1.12 -0.06
C 1.25 0.66 -0.03
H -0.38 -1.72 0.13
H -2.18 -1.62 0.09
H -0.22 1.90 0.07
H 1.91 1.51 0.36
N -1.26 0.15 -0.19
N -0.05 0.84 -0.21
S 2.19 -0.61 -0.15
```

Properties
SMILES string = C=NNC=S
Spin multiplicity = 1
Energy relative to the best compared isomer or geometry (same formula, charge and spin) = 2.1799 eV
Total charge = 0
HOMO-LUMO gap = 8.755 eV
Calculated total energy = -15951.7031 eV

The following is a quantum chemistry calculation of a cluster of 2 separate species, C28H42FN3O7P in total, from the OMol25 dataset.

XYZ file:
```
82
C28H42FN3O7P wB97M-V/def2-TZVPD
C 0.25 0.07 -4.53
C 1.12 0.12 -3.25
C 0.70 1.13 -2.16
C 0.03 0.63 -0.88
F -0.21 1.83 -0.20
C 0.94 -0.16 0.06
C 2.45 -0.04 -0.18
C 3.27 -1.15 0.52
C 4.67 -0.70 1.00
C 4.91 -1.26 2.38
O 4.78 -2.42 2.60
O 5.29 -0.38 3.35
C 0.59 0.01 1.55
C 1.22 1.19 2.29
O 2.52 0.89 2.82
C 3.30 2.00 2.83
O 3.80 2.41 3.81
C 0.58 -1.64 -0.33
C -0.78 -1.58 -1.08
C -1.71 -2.65 -0.48
C -1.31 -4.02 -1.08
C -1.37 -5.11 -0.03
C -0.30 -6.00 0.10
C -0.30 -7.00 1.07
C -1.39 -7.14 1.92
C -2.48 -6.28 1.78
C -2.48 -5.27 0.81
N -1.26 -0.14 -1.08
N -1.96 0.11 -2.30
C -2.30 0.04 0.00
P -2.93 1.74 0.29
O -2.30 2.24 1.53
O -2.62 2.66 -0.94
O -4.48 1.63 0.47
H 0.87 0.22 -5.40
H -0.46 0.89 -4.50
H -0.31 -0.86 -4.60
H 1.31 -0.87 -2.86
H 2.10 0.46 -3.60
H 0.01 1.86 -2.60
H 1.56 1.71 -1.85
H 2.69 -0.12 -1.24
H 2.85 0.93 0.13
H 3.45 -1.91 -0.23
H 2.72 -1.64 1.31
H 4.80 0.38 1.00
H 5.41 -1.19 0.38
H 4.54 -0.17 3.91
H -0.47 0.15 1.70
H 0.84 -0.89 2.10
H 0.57 1.42 3.14
H 1.25 2.10 1.69
H 3.46 2.50 1.87
H 1.31 -2.02 -1.04
H 0.57 -2.35 0.48
H -0.55 -1.96 -2.07
H -2.76 -2.50 -0.73
H -1.62 -2.73 0.59
H -2.01 -4.29 -1.87
H -0.31 -4.01 -1.50
H 0.55 -5.90 -0.56
H 0.55 -7.66 1.14
H -1.40 -7.90 2.68
H -3.34 -6.41 2.42
H -3.34 -4.63 0.72
H -1.80 -0.62 -2.98
H -1.82 1.05 -2.65
H -3.15 -0.53 -0.36
H -2.04 -0.38 0.96
H -1.79 3.14 -0.82
H -4.63 1.69 1.43
N -3.05 7.05 -0.90
C -2.61 5.91 -0.36
C -1.53 5.84 0.51
C -0.88 7.02 0.85
C -1.32 8.20 0.30
C -2.41 8.17 -0.56
H -3.15 5.02 -0.65
H -1.22 4.89 0.93
H -0.03 7.00 1.53
H -0.84 9.14 0.53
H -2.80 9.08 -1.01
```

Properties
Spin multiplicity = 1
Energy relative to the best compared isomer or geometry (same formula, charge and spin) = 0.7281 eV
Total charge = +1
HOMO-LUMO gap = 9.283 eV
Calculated total energy = -60520.4413 eV